Here is a structure of composition H22O11 from the Open Molecules 2025 dataset. Energies are from wB97M-V/def2-TZVPD.

```
33
Properties=species:S:1:pos:R:3:forces:R:3
O 1.22205 0.16927 2.07148 -1.51 0.26 2.74
H 1.46499 -0.28700 2.87712 0.66 -0.19 0.16
H 1.99091 0.08614 1.50742 0.93 2.11 0.70
O 0.82713 2.14947 0.32733 1.08 1.29 0.40
H 0.32143 1.55145 -0.22303 2.63 0.73 1.02
H 0.59152 3.02228 0.01282 0.36 0.56 0.19
O 1.85875 -0.27961 -1.17278 4.61 -0.66 -3.46
H 1.69201 -0.09917 -2.09792 1.06 -0.10 -0.21
H 0.98830 -0.33647 -0.77868 1.78 -0.69 -1.47
O -0.32871 0.45553 3.53255 -3.38 0.19 3.67
H -0.66813 -0.43642 3.60641 -0.32 -0.08 0.27
H 0.23778 0.43363 2.76130 -0.59 1.22 -0.65
O 0.17745 -0.23170 0.01825 -4.50 -4.18 5.56
H -0.15873 -0.18227 0.91312 0.58 0.26 1.03
H -0.38741 0.35635 -0.48313 0.74 -1.34 0.17
O 2.72392 -0.48783 0.87295 5.66 -3.56 -1.30
H 3.47465 -0.58258 0.28673 0.01 0.37 -0.27
H 1.96107 -0.60610 0.30699 0.87 -0.70 -0.94
O -2.61684 0.24585 1.44429 -0.23 -0.02 -0.22
H -2.22292 0.13549 0.57891 0.00 0.09 0.11
H -2.85409 -0.64113 1.71486 -0.15 -0.23 0.33
O -1.16342 -2.67304 -0.20488 -0.43 -0.60 -0.46
H -2.06237 -2.39835 -0.02410 -0.33 -0.19 0.21
H -0.62001 -1.99349 0.19404 0.58 0.41 0.05
O -1.04387 1.34275 -0.62021 -6.47 4.07 -2.74
H -1.64967 0.98293 -1.26810 -0.62 0.88 -0.29
H -0.85239 2.22609 -0.93529 -0.31 0.69 -0.15
O -0.95662 -0.68085 -2.13225 -6.94 -3.60 1.47
H -1.80090 -0.40789 -1.77319 -0.63 -0.95 -0.16
H -0.97907 -1.63716 -2.09785 0.40 -0.89 0.31
O 0.65095 0.26196 -2.95673 2.88 3.77 -5.03
H -0.12238 0.01510 -2.44954 1.32 0.96 -0.55
H 0.30459 0.52677 -3.80887 0.26 0.09 -0.47
```
Forces are in eV/Å.

Calculated values
Lowest unoccupied orbital energy = -0.99 eV
Charge = 0
E_tot = -840.37011 hartree
HOMO-LUMO gap = 8.3 eV
Energy relative to the best compared isomer or geometry (same formula, charge and spin) = 13.878 eV
E_HOMO = -9.31 eV